(1)
DFT (ωB97M-V/def2-TZVPD) results for C4H8Cl2NOPt as an isolated structure.

The geometry in XYZ format:
```
17
Properties=species:S:1:pos:R:3
Pt -0.52 -0.18 0.92
N 0.31 0.41 -3.01
C 0.38 0.50 -1.73
O -0.25 -0.40 -1.00
C 1.13 1.52 -0.94
C 0.60 1.47 0.45
H -0.20 -0.35 -3.46
H 0.77 1.08 -3.62
H 1.08 2.54 -1.34
H 2.20 1.26 -0.93
H -0.46 1.88 0.65
H 1.31 1.70 1.25
Cl 0.18 -2.22 1.67
C -1.35 -2.46 2.68
Cl -2.21 -0.88 2.49
H -1.04 -2.61 3.72
H -1.94 -3.26 2.22
```

* charge: +3
* HOMO-LUMO gap: 7.2 eV
* highest occupied orbital energy: -23.8 eV

---

(2)
DFT (ωB97M-V/def2-TZVPD) results for one molecule with the formula C4H8Cl2O3Si.

The geometry in XYZ format:
```
18
Properties=species:S:1:pos:R:3
C 2.74 -1.60 -0.70
C 1.48 -1.16 -1.43
O 0.72 -0.21 -0.62
Si -0.79 0.18 -1.04
Cl -1.97 -1.45 -1.13
Cl -0.83 1.46 -2.57
O -1.47 1.00 0.24
C -1.60 0.80 1.58
C -2.11 2.07 2.19
O -1.40 -0.22 2.21
H 3.02 -2.59 -1.12
H 3.56 -1.04 -0.88
H 2.69 -1.62 0.40
H 0.78 -1.96 -1.76
H 1.88 -0.77 -2.42
H -2.26 2.85 1.45
H -1.38 2.35 2.85
H -3.04 1.93 2.73
```

* charge: 0
* HOMO-LUMO gap: 11.1 eV
* highest occupied orbital energy: -10.6 eV
* structure (SMILES): CCO[Si](Cl)(Cl)OC(C)=O

---

(3)
DFT (ωB97M-V/def2-TZVPD) results for one molecule with the formula C4H8Cl2O3Si.

The geometry in XYZ format:
```
18
Properties=species:S:1:pos:R:3
C -2.18 -1.60 0.93
C -2.64 -0.32 0.24
C 2.20 1.58 -0.85
C 1.36 0.41 -1.26
O -0.86 -1.43 1.25
O -2.57 -2.69 1.13
O 0.29 0.18 -0.36
Si 0.47 -0.58 1.09
Cl 0.43 0.66 2.68
Cl 2.20 -1.63 1.19
H -1.83 0.35 -0.07
H -3.44 0.08 0.84
H -3.10 -0.68 -0.68
H 1.46 2.34 -0.94
H 2.59 1.47 0.19
H 2.87 1.80 -1.72
H 1.98 -0.52 -1.45
H 0.78 0.58 -2.21
```

* charge: 0
* HOMO-LUMO gap (spin up / spin down): 6.0 / 7.7 eV
* highest occupied orbital energy (spin up / spin down): -5.3 / -11.1 eV
* 2S+1: 3

---

(4)
DFT (ωB97M-V/def2-TZVPD) results for a 2-piece molecular cluster, C4H8Cl3N3 overall.

The geometry in XYZ format:
```
18
Properties=species:S:1:pos:R:3
C -0.94 -0.29 1.31
C -0.23 -0.17 -1.06
C -0.38 -0.35 2.64
C 3.39 1.41 -2.81
N -2.21 -0.08 1.14
N -1.25 -0.77 -1.57
N -0.08 -0.31 0.31
Cl 2.99 3.00 -2.19
Cl 4.44 0.58 -1.82
Cl 2.95 0.84 -4.32
H -0.99 0.18 3.28
H -0.40 -1.32 3.08
H 0.55 0.14 2.76
H -2.90 0.09 1.92
H -2.57 -0.03 0.28
H -1.48 -0.81 -2.57
H -1.76 -1.45 -0.97
H 0.86 -0.66 0.58
```

* charge: +2
* HOMO-LUMO gap (spin up / spin down): 3.2 / 8.1 eV
* highest occupied orbital energy (spin up / spin down): -13.3 / -18.2 eV
* 2S+1: 3

---

(5)
DFT (ωB97M-V/def2-TZVPD) results for one molecule with the formula C4H8ClF.

The geometry in XYZ format:
```
14
Properties=species:S:1:pos:R:3
C -1.63 1.64 -0.23
C -1.40 0.20 0.46
C 0.07 -0.24 0.31
C 1.07 0.59 1.22
F 0.02 -1.50 0.78
Cl 0.94 -0.47 -1.33
H -0.75 2.31 0.03
H -1.68 1.61 -1.35
H -2.38 2.14 0.31
H -2.06 -0.57 0.09
H -1.56 0.37 1.61
H 0.39 0.67 2.20
H 1.21 1.62 0.82
H 1.96 0.23 1.32
```

* charge: 0
* HOMO-LUMO gap: 11.6 eV
* highest occupied orbital energy: -10.8 eV
* structure (SMILES): CC[C@@](C)(F)Cl

---

(6)
DFT (ωB97M-V/def2-TZVPD) results for one molecule with the formula C4H8ClFO.

The geometry in XYZ format:
```
15
Properties=species:S:1:pos:R:3
C -0.88 1.58 -0.11
C -0.42 0.25 -0.73
O -1.44 -0.69 -0.53
C 0.88 -0.38 -0.29
C 0.75 -0.98 1.18
F 1.09 -1.45 -1.19
Cl 2.22 0.70 -0.42
H -0.42 2.42 -0.71
H -0.64 1.56 1.06
H -1.97 1.58 -0.13
H -0.23 0.34 -1.79
H -1.04 -1.50 -0.84
H 1.73 -1.17 1.62
H 0.11 -0.31 1.83
H 0.24 -1.96 1.04
```

* charge: 0
* HOMO-LUMO gap: 11.3 eV
* highest occupied orbital energy: -10.5 eV
* structure (SMILES): C[C@H](O)[C@@](C)(F)Cl

---

(7)
DFT (ωB97M-V/def2-TZVPD) results for a 2-piece molecular cluster, C4H8ClN overall.

The geometry in XYZ format:
```
14
Properties=species:S:1:pos:R:3
C -1.94 -0.32 -0.55
C -1.02 0.60 -0.76
C -1.78 -1.46 0.40
C 2.42 0.17 0.07
N 2.55 1.40 0.50
Cl 3.94 -0.60 -0.08
H -2.87 -0.30 -1.10
H -0.07 0.56 -0.25
H -2.72 -1.67 0.91
H -1.01 -1.25 1.13
H -1.49 -2.36 -0.15
H -1.16 1.39 -1.47
H 3.43 1.86 0.72
H 1.71 1.96 0.63
```

* charge: 0
* HOMO-LUMO gap: 9.9 eV
* highest occupied orbital energy: -9.0 eV

---

(8)
DFT (ωB97M-V/def2-TZVPD) results for a 2-piece molecular cluster, C4H8ClN overall.

The geometry in XYZ format:
```
14
Properties=species:S:1:pos:R:3
C -1.56 0.10 0.89
C -2.39 -0.97 0.11
C -1.16 -0.32 -0.48
C 2.41 0.18 -0.29
N 3.19 1.04 -0.82
Cl 3.15 -0.60 1.05
H -2.07 1.04 1.15
H -0.81 -0.23 1.56
H -2.39 -1.97 0.53
H -3.48 -0.71 -0.17
H -0.29 -0.94 -0.47
H -1.42 0.40 -1.26
H 2.77 1.71 -1.48
H 4.05 1.27 -0.33
```

* charge: 0
* HOMO-LUMO gap: 9.7 eV
* highest occupied orbital energy: -8.9 eV

---

(9)
DFT (ωB97M-V/def2-TZVPD) results for an isolated ion of composition C4H8ClN4 and charge +1.

The geometry in XYZ format:
```
17
Properties=species:S:1:pos:R:3
N -1.50 0.00 1.56
C -1.34 0.07 0.11
Cl -2.75 0.77 -0.79
N -0.94 -1.37 -0.39
C 0.35 -1.62 -0.71
C 1.38 -0.77 -0.51
C 1.02 0.59 -0.22
N 1.97 1.54 -0.15
N -0.23 0.92 -0.16
H -2.15 0.61 1.90
H -1.41 -0.83 1.93
H -1.61 -1.95 -0.82
H 0.47 -2.74 -0.93
H 2.38 -1.10 -0.71
H 2.94 1.34 0.08
H 1.91 2.57 -0.07
H -0.50 1.96 -0.10
```

* charge: +1
* HOMO-LUMO gap: 9.8 eV
* highest occupied orbital energy: -13.4 eV
* structure (SMILES): N[C@]1(Cl)NC=CC(=[NH2+])N1

---

(10)
DFT (ωB97M-V/def2-TZVPD) results for a 2-piece molecular cluster, C4H8ClNO overall.

The geometry in XYZ format:
```
15
Properties=species:S:1:pos:R:3
H 0.59 2.44 1.45
N 0.96 2.52 0.56
C 2.16 2.40 0.34
Cl 3.44 2.38 1.50
H 2.51 2.05 -0.65
C -0.47 -2.48 -0.14
C -0.70 -1.12 -0.20
C -1.97 -0.44 -0.84
O 0.16 -0.19 0.43
H 0.50 -2.74 0.23
H -1.08 -3.28 -0.62
H -2.23 0.40 -0.27
H -1.89 -0.14 -1.81
H -2.76 -1.11 -0.85
H 0.79 -0.70 0.89
```

* charge: 0
* HOMO-LUMO gap: 9.7 eV
* highest occupied orbital energy: -8.9 eV
* structure (SMILES): [H]/N=C\Cl.C=C(C)O

---

(11)
DFT (ωB97M-V/def2-TZVPD) results for C4H8ClNO4 as an isolated structure.

The geometry in XYZ format:
```
18
Properties=species:S:1:pos:R:3
C -0.41 0.50 0.39
C 0.33 1.75 -0.12
C 0.13 -0.76 -0.29
C 1.59 -1.04 -0.03
H -2.53 -2.56 -0.22
H -2.17 0.47 -0.67
H -2.37 0.16 0.92
H -0.18 0.45 1.46
H 0.00 -0.71 -1.37
H -0.43 -1.63 0.08
H 2.88 -0.97 1.32
H -1.30 2.58 0.19
N -1.85 0.72 0.26
O 1.48 1.72 -0.50
O 2.36 -1.51 -0.83
O 1.93 -0.78 1.25
O -0.40 2.86 -0.08
Cl -1.99 -1.40 -0.12
```

* charge: 0
* HOMO-LUMO gap: 9.9 eV
* highest occupied orbital energy: -9.7 eV

---

(12)
DFT (ωB97M-V/def2-TZVPD) results for one molecule with the formula C4H8ClNS.

The geometry in XYZ format:
```
15
Properties=species:S:1:pos:R:3
C 0.71 0.36 -1.32
C 0.29 0.40 0.13
C 1.41 -0.21 0.96
N -0.87 -0.43 0.27
C -2.22 -0.26 0.12
S -3.39 -1.33 0.20
Cl -2.61 1.47 -0.06
H 0.98 -0.62 -1.69
H -0.21 0.51 -1.93
H 1.61 1.11 -1.45
H -0.07 1.34 0.62
H 1.81 -1.00 0.36
H 1.18 -0.51 2.05
H 2.06 0.55 1.17
H -0.65 -1.40 0.58
```

* charge: 0
* HOMO-LUMO gap: 9.5 eV
* highest occupied orbital energy: -8.8 eV
* structure (SMILES): CC(C)NC(=S)Cl

---

(13)
DFT (ωB97M-V/def2-TZVPD) results for C4H8ClNS as an isolated structure.

The geometry in XYZ format:
```
15
Properties=species:S:1:pos:R:3
C -0.19 0.11 0.00
C 1.22 0.64 -0.06
C -0.33 -0.90 1.14
C -0.45 -0.95 -1.10
H -1.07 1.69 -0.82
H -0.87 1.91 0.80
H 1.32 1.33 0.82
H 1.37 1.15 -1.05
H 0.35 -0.68 2.03
H -1.40 -0.86 1.39
H -1.50 -0.93 -1.32
H 0.18 -0.82 -1.97
N -1.15 1.23 0.07
S -0.10 -2.33 0.03
Cl 2.61 -0.56 0.01
```

* charge: 0
* HOMO-LUMO gap: 9.2 eV
* highest occupied orbital energy: -8.4 eV

---

(14)
DFT (ωB97M-V/def2-TZVPD) results for a 2-piece molecular cluster, C4H8ClOP overall.

The geometry in XYZ format:
```
15
Properties=species:S:1:pos:R:3
C -1.86 0.33 0.07
C -0.52 0.41 0.02
C 0.26 1.64 -0.20
C 0.03 -2.64 0.18
O 1.90 -0.64 -0.15
P 0.49 -1.06 -0.07
Cl 5.48 0.25 -0.06
H -2.52 -0.51 0.40
H -2.52 1.15 -0.13
H 0.23 1.88 -1.27
H -0.29 2.34 0.37
H 1.41 1.55 -0.07
H 4.50 -0.48 -0.59
H 0.97 -3.25 -0.15
H -1.02 -2.82 -0.08
```

* charge: 0
* HOMO-LUMO gap: 8.8 eV
* highest occupied orbital energy: -9.2 eV

---

(15)
DFT (ωB97M-V/def2-TZVPD) results for a 2-piece molecular cluster, C4H8ClOP overall.

The geometry in XYZ format:
```
15
Properties=species:S:1:pos:R:3
C 0.29 1.93 -2.06
C 1.33 1.74 -1.33
C 2.22 0.54 -1.88
C 1.37 -0.69 -2.43
P 1.28 2.79 0.31
O 2.31 2.40 1.30
H -0.35 2.71 -1.72
H -0.15 1.30 -2.81
H 2.84 -0.01 -1.12
H 2.84 1.01 -2.78
H 0.73 -0.73 -3.32
H 0.45 -0.85 -1.74
H 1.90 -1.66 -2.35
Cl 3.49 -3.77 2.59
H 2.61 -2.89 2.07
```

* charge: 0
* HOMO-LUMO gap: 8.7 eV
* highest occupied orbital energy: -9.6 eV
* structure (SMILES): C=C(CC)P=O.Cl

---

(16)
DFT (ωB97M-V/def2-TZVPD) results for C4H8CrO as an isolated structure.

The geometry in XYZ format:
```
14
Properties=species:S:1:pos:R:3
H -0.33 -1.28 -1.26
C -0.99 -0.46 0.93
C -0.26 0.70 1.56
C -0.36 0.64 0.07
C 0.82 0.29 -0.77
O 0.47 -0.81 -1.68
Cr 1.55 -1.55 -2.95
H -2.07 -0.49 1.03
H -0.44 -1.40 0.97
H 0.72 0.50 2.00
H -0.85 1.46 2.07
H -1.07 1.33 -0.41
H 1.66 -0.07 -0.15
H 1.13 1.13 -1.41
```

* charge: +2
* HOMO-LUMO gap (spin up / spin down): 5.1 / 6.3 eV
* highest occupied orbital energy (spin up / spin down): -18.2 / -18.3 eV
* 2S+1: 5